ORCA calculation (the ωB97M-V functional and the def2-TZVPD basis) on C3HLiO4Yb as an isolated structure.

```
10
Properties=species:S:1:pos:R:3:forces:R:3
O 1.96062 0.13189 -1.18292 2.7543 0.6348 -0.6388
C 0.75732 0.41374 -1.04918 -1.3280 1.2622 1.0749
O 0.07544 1.38152 -0.96056 0.6481 -0.3171 -0.3773
Yb 4.18514 0.97904 -1.33976 -1.7852 -0.6514 0.1247
O 0.03297 -0.89082 -0.76465 -0.1288 -1.7731 -1.9369
C -0.58089 -1.21473 0.43961 -0.7345 0.8270 1.5697
C -1.10809 -0.39986 1.25734 -0.0056 -0.4683 -0.1161
O -1.65346 0.12309 2.20907 -0.2093 0.1429 -0.0307
Li -3.19306 0.78071 2.89622 0.2754 -0.1690 -0.0493
H -0.47598 -1.30457 -1.50517 0.5137 0.5119 0.3797
```
Forces are in eV/Å.

**ΔE to the lowest compared entry with this formula, charge and spin**: 24.6 kcal per mole
**Total energy**: -43032.2798 eV
**F_max**: 2.90 eV/A
**E_LUMO**: -9.704 eV
**Net charge**: +2
**Gap between HOMO and LUMO**: 4.170 eV



ORCA calculation (the ωB97M-V functional and the def2-TZVPD basis) on C2Br2F3N as an isolated structure.

```
8
Properties=species:S:1:pos:R:3:forces:R:3
C -1.58990 -0.44202 -0.56758 7.9649 -0.1221 -0.1731
C 0.64610 0.15117 0.17149 -0.4106 0.6960 1.0031
N -0.13898 -0.50895 -0.78176 -7.2738 0.3804 0.5358
F 1.93119 -0.02807 0.00832 1.1332 -0.8703 -0.8235
F 0.37248 -0.28410 1.41133 -0.1543 -0.1154 0.7249
F 0.50707 1.48708 0.17507 -0.6917 0.5257 -0.0728
Br -2.49775 -1.40913 -1.78915 -0.8343 -0.4055 -0.6895
Br -2.52451 0.34360 0.85541 0.2667 -0.0887 -0.5049
```
Forces are in eV/Å.

**ΔE to the lowest compared entry with this formula, charge and spin**: 0.0 kcal per mole
**Total energy**: -151800.0903 eV
**F_max**: 7.97 eV/A
**E_LUMO (alpha / beta)**: -1.120 / -1.120 eV
**Net charge**: 0
**Gap between HOMO and LUMO (alpha / beta)**: 9.636 / 9.634 eV



ORCA calculation (the ωB97M-V functional and the def2-TZVPD basis) on C4H4N2O as an isolated structure.

```
11
Properties=species:S:1:pos:R:3:forces:R:3
C -0.95998 -0.24970 -1.02662 -0.3634 -0.2284 0.4814
C -0.72604 -0.44391 2.14067 0.9340 0.2521 -0.6731
C -0.00135 -0.19182 1.02573 -0.5769 -0.1399 -0.1535
C -1.18148 -0.53342 0.25496 1.1506 0.2202 0.5722
N 0.34339 0.28939 -1.12299 0.4612 0.6797 -0.4267
N 1.00514 0.18426 0.15934 0.2289 -0.1215 0.0374
O -1.91173 -0.81618 1.39697 -1.1635 -0.3227 -0.1804
H -1.54723 -0.32191 -1.91972 -0.1366 -0.0008 -0.1816
H -0.66370 -0.46946 3.20359 -0.1589 -0.0145 0.3227
H 0.92538 -0.08855 -1.86443 -0.1011 -0.2147 0.2501
H 1.54970 1.01632 0.36094 -0.2743 -0.1095 -0.0486
```
Forces are in eV/Å.

**ΔE to the lowest compared entry with this formula, charge and spin**: 117.1 kcal per mole
**Total energy**: -9235.4096 eV
**F_max**: 1.30 eV/A
**E_LUMO**: 1.027 eV
**Net charge**: 0
**Gap between HOMO and LUMO**: 8.515 eV



ORCA calculation (the ωB97M-V functional and the def2-TZVPD basis) on a 2-piece molecular cluster, C4H8IN2 overall.

```
15
Properties=species:S:1:pos:R:3:forces:R:3
C 1.40988 -0.42783 -1.15174 0.0545 -0.4360 -2.0283
C -0.80558 -0.25948 -0.33634 -4.6966 0.0482 0.7151
C 1.84711 -0.09182 0.18171 1.0773 1.5890 -0.2378
C -1.72419 0.80724 1.55884 -1.1662 -1.4090 0.1022
N 0.14486 -0.49722 -1.29173 1.5314 -0.4120 -0.4110
N -0.66399 0.40887 0.75289 1.7012 -1.4434 -2.6086
I -0.19059 -1.87928 -4.07639 -0.0760 0.2882 0.4924
H 2.09962 -0.61957 -2.09122 -1.3745 0.4593 2.1977
H -1.84426 -0.69071 -0.71174 1.8769 0.8972 0.8837
H 1.78079 0.96603 0.39052 -0.3573 0.9107 -0.6646
H 1.29435 -0.36517 1.02257 -0.9982 -1.4405 0.9113
H 2.85489 -0.21420 0.29349 2.7724 -1.0243 0.2372
H -2.55953 1.09128 1.03340 -1.9893 0.8764 -1.8183
H -1.45426 1.58570 2.13868 1.2949 2.8645 1.7055
H -2.18910 0.18616 2.28705 0.3496 -1.7683 0.5234
```
Forces are in eV/Å.

**ΔE to the lowest compared entry with this formula, charge and spin**: 135.4 kcal per mole
**Total energy**: -15346.2353 eV
**F_max**: 4.75 eV/A
**E_LUMO (alpha / beta)**: -8.337 / -7.830 eV
**Net charge**: +1
**Gap between HOMO and LUMO (alpha / beta)**: 5.633 / 6.273 eV



ORCA calculation (the ωB97M-V functional and the def2-TZVPD basis) on C26H29ClN6O2 in the gas phase.

```
64
Properties=species:S:1:pos:R:3:forces:R:3
C -7.00265 -1.72894 -0.49547 -0.2340 -0.2134 -0.0751
N -5.93445 -0.75269 -0.35293 -0.0820 -0.2195 0.0230
C -4.83405 -1.17340 0.39603 0.2215 0.2115 0.0410
O -4.79183 -2.28551 0.89130 -0.0002 -0.1525 0.0417
C -3.83940 -0.14976 0.48063 -0.2941 0.7100 -0.4332
C -4.00827 1.10066 -0.09292 0.5762 -1.1423 0.7203
N -2.94405 1.88942 0.17059 -0.1574 0.3789 -0.2243
C -2.12843 1.14231 0.89574 -0.1442 -0.0935 0.1000
C -0.81943 1.61191 1.42104 0.2481 -0.0325 -0.0105
N 0.28135 0.93338 0.75428 -0.0290 0.2228 0.0901
C 0.38377 1.33580 -0.63726 0.0462 -0.2182 -0.2608
C 1.48304 0.54229 -1.33000 -0.1921 0.1532 -0.0522
N 2.75250 0.76585 -0.66579 0.0021 -0.0189 -0.0460
C 3.83440 0.05689 -1.33077 -0.0773 0.0542 -0.0631
C 5.17182 0.44225 -0.76141 0.0797 -0.0756 -0.0235
C 5.48248 1.78473 -0.57860 0.0037 -0.0261 -0.0251
C 6.70980 2.15689 -0.06279 0.0062 0.0856 -0.0058
C 7.64555 1.19103 0.27069 0.1077 -0.0275 0.0512
C 7.34430 -0.14732 0.09015 0.1281 -0.0225 0.0397
C 6.11176 -0.51928 -0.41962 -0.0984 0.0252 -0.0583
C 2.64468 0.37438 0.72703 -0.0159 0.1850 0.2594
C 1.55022 1.18081 1.41314 0.1925 -0.2372 0.0310
N -2.62003 -0.09714 1.11847 -0.1787 0.3449 -0.1286
C -2.01582 -1.18907 1.83673 0.2593 -0.4544 0.2835
C -0.92063 -1.87076 1.05610 0.0558 -0.1465 0.0059
C -1.06237 -2.10566 -0.30484 0.0183 -0.0368 0.1297
C -0.07191 -2.75673 -1.01699 0.0684 -0.0934 0.0227
C 1.06787 -3.18784 -0.35690 -0.1570 0.0980 0.1515
Cl 2.32586 -3.97707 -1.24474 0.1445 -0.0790 -0.1010
C 1.21913 -2.97714 1.00386 0.0044 -0.1292 -0.1086
C 0.22375 -2.31684 1.70137 -0.1880 -0.0484 -0.1050
N -5.12295 1.41682 -0.80233 -0.1397 0.0293 -0.0616
C -5.28749 2.72609 -1.39695 -0.1711 0.1899 -0.1710
C -6.12945 0.48753 -0.95121 0.1478 0.2224 -0.0353
O -7.13277 0.75004 -1.57784 -0.2269 0.1499 -0.1616
H -7.73401 -1.33444 -1.19559 0.0869 -0.0511 0.0890
H -6.58393 -2.66618 -0.86015 -0.0585 0.0363 0.0442
H -7.46866 -1.91012 0.47349 0.0017 -0.0383 -0.0546
H -0.77794 2.70624 1.29118 -0.0548 -0.0989 0.0775
H -0.75785 1.38491 2.49046 0.0223 0.0813 -0.0116
H -0.57230 1.14504 -1.12886 0.0228 0.0412 -0.0569
H 0.60865 2.41329 -0.71872 -0.0506 -0.0047 -0.0169
H 1.56863 0.87693 -2.36712 -0.0225 -0.0478 0.0051
H 1.20918 -0.52647 -1.32568 0.0242 0.0948 -0.0432
H 3.69963 -1.03802 -1.26886 0.0218 0.0516 -0.0440
H 3.80695 0.33725 -2.38966 -0.0451 -0.0966 0.0294
H 4.74445 2.52842 -0.83776 -0.0871 0.0996 -0.0119
H 6.94102 3.20294 0.07754 0.0139 0.0828 0.0057
H 8.60607 1.48123 0.67057 0.0717 0.0214 0.0353
H 8.06936 -0.90506 0.34957 0.0566 -0.0557 0.0250
H 5.87906 -1.56622 -0.55561 -0.0527 -0.1050 -0.0066
H 3.60187 0.56766 1.21679 -0.0638 -0.0494 0.0351
H 2.40762 -0.69938 0.82106 0.0694 0.0919 0.0052
H 1.47246 0.86871 2.45771 0.0082 0.0331 0.0218
H 1.81743 2.25114 1.38319 -0.0041 -0.0092 0.0496
H -1.62025 -0.81999 2.78708 -0.0628 -0.0432 -0.0578
H -2.81477 -1.91279 2.03673 0.1320 0.2057 0.0682
H -1.95391 -1.77903 -0.81865 -0.1156 0.0618 -0.0737
H -0.18178 -2.93147 -2.07604 0.0153 -0.0269 -0.0932
H 2.10793 -3.32281 1.50881 0.0945 -0.0224 0.0158
H 0.34501 -2.14801 2.76094 0.0213 0.0528 0.1473
H -5.39083 2.63152 -2.47832 0.0150 0.0587 0.0515
H -6.18812 3.19933 -1.00512 0.0672 0.0209 -0.0384
H -4.40724 3.31142 -1.14672 -0.0517 0.0215 -0.0368
```
Forces are in eV/Å.

**ΔE to the lowest compared entry with this formula, charge and spin**: 9.1 kcal per mole
**Total energy**: -52993.0288 eV
**F_max**: 1.47 eV/A
**E_LUMO**: 0.579 eV
**Structure (SMILES)**: Cn1c(=O)c2c(nc(CN3CCN(Cc4ccccc4)CC3)n2Cc2ccc(Cl)cc2)n(C)c1=O
**Net charge**: 0
**Gap between HOMO and LUMO**: 9.015 eV